(1)
Below is a structure of composition C24H35CoN7O3PS, with properties calculated with wB97M-V/def2-TZVPD.

Structure (XYZ):
```
72
C24H35CoN7O3PS (wB97M-V/def2-TZVPD)
Co -0.131 0.179 0.148
C 0.040 -1.632 3.909
C 0.269 -0.900 2.631
N -0.639 -0.715 1.740
O -1.898 -1.260 1.939
C 1.552 -0.302 2.294
C 2.743 -0.340 3.194
N 1.565 0.298 1.122
O 2.597 0.885 0.684
H -0.879 -2.209 3.874
H -0.028 -0.912 4.728
H 0.881 -2.289 4.124
H -2.441 -0.724 1.338
H 2.461 -0.197 4.238
H 3.431 0.448 2.900
H 3.274 -1.293 3.117
N 0.586 1.256 -1.274
C 1.303 1.897 -1.893
C 2.204 2.743 -2.617
C 3.365 3.154 -1.960
C 4.251 3.982 -2.627
C 3.981 4.385 -3.928
C 2.826 3.964 -4.577
C 1.929 3.137 -3.925
H 3.548 2.811 -0.950
H 5.155 4.312 -2.132
H 4.678 5.032 -4.444
H 2.629 4.279 -5.592
H 1.029 2.793 -4.418
C -4.833 0.533 -2.663
N -3.442 0.830 -2.352
C -2.470 0.349 -3.329
P -2.899 1.587 -1.006
O -2.042 0.718 -0.120
N -4.217 2.066 -0.153
C -4.420 1.787 1.264
C -5.025 3.165 -0.673
N -2.006 2.863 -1.547
C -2.315 3.610 -2.758
C -1.241 3.632 -0.567
H -4.923 -0.515 -2.957
H -5.199 1.150 -3.490
H -5.462 0.696 -1.793
H -2.625 -0.717 -3.511
H -1.457 0.487 -2.955
H -2.567 0.874 -4.284
H -3.722 1.031 1.607
H -5.438 1.431 1.434
H -4.265 2.688 1.864
H -4.894 3.270 -1.748
H -4.765 4.115 -0.197
H -6.082 2.966 -0.486
H -2.921 3.013 -3.436
H -1.386 3.878 -3.268
H -2.854 4.536 -2.535
H -0.983 3.013 0.290
H -1.802 4.504 -0.217
H -0.312 3.984 -1.021
S -0.385 -3.863 -2.036
C -0.712 -2.513 -1.032
N 0.240 -1.648 -0.893
C 1.369 -2.036 -1.618
C 2.598 -1.375 -1.653
C 3.602 -1.908 -2.433
C 3.412 -3.084 -3.171
C 2.212 -3.761 -3.125
C 1.196 -3.224 -2.336
H -1.669 -2.407 -0.538
H 2.764 -0.488 -1.054
H 4.564 -1.413 -2.465
H 4.223 -3.477 -3.769
H 2.066 -4.681 -3.674
```

## Properties
- DFT total energy: -99775.786 eV
- Energy above the lowest of the compared OMol25 structures with the same formula, charge and spin: 18.34 kcal per mole
- Total charge: +1
- ⟨S²⟩: 0.759
- LUMO level (alpha / beta): -0.0816 / -0.0845 hartree
- Molar mass: 591.56 g/mol
- Multiplicity: 2

(2)
Below is a cluster of 4 separate species, C24H35F13O16S3 in total at a distorted geometry, with properties calculated with wB97M-V/def2-TZVPD.

Structure (XYZ):
```
91
C24H35F13O16S3 (wB97M-V/def2-TZVPD)
C -2.798 1.176 -0.931
O -2.286 0.939 0.380
C -1.054 0.270 0.406
C -1.129 -1.172 -0.102
C 0.095 -1.995 0.360
C -0.254 -3.328 0.958
F -1.073 -3.192 2.027
F 0.897 -3.883 1.426
C -0.851 -4.343 -0.087
F -0.704 -3.862 -1.350
F -0.132 -5.488 -0.037
C -2.328 -4.733 0.140
F -2.358 -5.523 1.232
F -3.118 -3.671 0.380
C -2.967 -5.534 -1.045
F -3.877 -6.368 -0.503
F -2.070 -6.289 -1.701
C -3.737 -4.633 -2.059
F -3.111 -3.469 -2.292
F -4.968 -4.406 -1.556
C -3.966 -5.316 -3.440
F -4.814 -4.520 -4.135
F -4.490 -6.539 -3.315
F -2.814 -5.377 -4.142
C 0.081 1.079 -0.272
C 1.181 1.424 0.716
C 0.659 2.502 1.692
C 0.988 3.923 1.157
C 1.224 2.274 3.094
O 0.515 0.333 -1.401
C 1.487 0.952 -2.210
C 0.999 0.885 -3.661
C 0.328 -0.429 -3.935
O -0.804 -0.491 -4.375
O 1.034 -1.540 -3.672
H -3.806 0.782 -0.969
H -2.206 0.732 -1.726
H -2.901 2.250 -1.070
H -0.790 0.186 1.459
H -2.008 -1.591 0.385
H -1.265 -1.218 -1.174
H 0.772 -2.098 -0.479
H 0.621 -1.413 1.107
H -0.380 2.018 -0.595
H 1.487 0.567 1.313
H 2.065 1.835 0.248
H -0.426 2.466 1.761
H 1.392 4.544 1.941
H 1.674 3.910 0.318
H 0.062 4.385 0.818
H 2.243 1.899 3.080
H 1.215 3.195 3.667
H 0.610 1.519 3.583
H 2.425 0.408 -2.122
H 1.640 1.998 -1.960
H 1.846 1.033 -4.326
H 0.247 1.649 -3.796
H 0.392 -2.257 -3.734
O -7.139 0.498 -2.400
S -6.220 0.744 -3.450
O -5.989 2.049 -3.950
O -6.577 -0.236 -4.668
C -5.443 -1.048 -5.003
C -4.685 -1.194 -3.701
O -4.804 0.090 -3.075
H -4.850 -0.520 -5.753
H -5.773 -2.002 -5.403
H -3.637 -1.439 -3.851
H -5.147 -1.939 -3.050
O 4.054 1.314 4.018
S 3.863 0.091 4.713
O 3.858 -1.163 4.056
O 2.537 0.218 5.604
C 2.846 -0.004 6.986
C 4.282 0.452 7.133
O 4.916 0.024 5.920
H 2.741 -1.071 7.195
H 2.161 0.558 7.614
H 4.779 0.007 7.990
H 4.352 1.540 7.193
O 3.724 4.451 2.498
S 4.423 4.190 1.297
O 4.114 3.104 0.442
O 5.988 4.148 1.643
C 6.698 5.120 0.868
C 5.689 6.223 0.628
O 4.455 5.528 0.411
H 7.014 4.655 -0.067
H 7.572 5.465 1.415
H 5.930 6.833 -0.237
H 5.576 6.862 1.506
```

## Properties
- DFT total energy: -126046.036 eV
- SMILES: CO[C@@H](CCC(F)(F)C(F)(F)C(F)(F)C(F)(F)C(F)(F)C(F)(F)F)[C@@H](CC(C)C)OCCC(=O)O.O=S1(=O)OCCO1.O=S1(=O)OCCO1.O=S1(=O)OCCO1
- Total charge: 0
- LUMO level: 0.0117 hartree
- Molar mass: 922.70 g/mol
- Multiplicity: 1

(3)
Below is a cluster of 3 separate species, C24H35F9N4O2S in total at a distorted geometry, with properties calculated with wB97M-V/def2-TZVPD.

Structure (XYZ):
```
75
C24H35F9N4O2S (wB97M-V/def2-TZVPD)
O -1.435 -3.157 0.648
S -1.459 -2.088 1.602
O -1.082 -2.620 2.894
C -0.258 -0.779 1.260
C 0.402 -0.222 2.323
C 1.329 0.841 2.034
C 1.534 1.274 0.756
C 0.861 0.689 -0.371
N 1.134 1.206 -1.614
C 0.454 0.571 -2.534
C -0.512 -0.518 -2.289
N -0.779 -0.960 -1.089
C -0.051 -0.347 -0.104
C -3.175 -1.393 1.864
F -3.185 -0.861 3.100
F -4.018 -2.444 1.825
C -3.672 -0.392 0.783
F -2.874 0.702 0.711
F -3.651 -1.053 -0.392
C -5.161 0.105 0.992
F -5.936 -0.501 0.058
F -5.683 -0.221 2.191
C -5.368 1.639 0.787
F -6.707 1.851 0.863
F -5.011 2.047 -0.436
F -4.823 2.384 1.750
H 0.219 -0.557 3.348
H 1.845 1.321 2.870
H 2.226 2.105 0.573
H 0.616 0.882 -3.577
H -1.047 -0.981 -3.127
C -3.618 1.757 -7.129
C -2.449 0.880 -7.557
N -2.108 -0.143 -6.584
C -0.824 -0.783 -6.848
C -0.700 -1.578 -8.151
C -3.182 -1.041 -6.193
C -3.877 -1.853 -7.291
H -3.438 2.199 -6.148
H -3.751 2.570 -7.845
H -4.556 1.199 -7.093
H -1.584 1.536 -7.688
H -2.672 0.452 -8.545
H -0.557 -1.419 -5.998
H -0.055 -0.003 -6.860
H -1.224 -2.530 -8.097
H 0.352 -1.807 -8.339
H -1.069 -1.021 -9.012
H -3.947 -0.452 -5.677
H -2.816 -1.728 -5.425
H -4.119 -1.248 -8.167
H -4.816 -2.258 -6.906
H -3.276 -2.703 -7.611
C 4.572 -1.033 4.522
C 5.371 0.077 5.189
N 4.549 1.000 5.952
C 5.252 2.213 6.341
C 6.437 2.076 7.303
C 3.709 0.406 6.979
C 4.390 -0.421 8.075
H 3.771 -0.623 3.903
H 5.224 -1.624 3.877
H 4.132 -1.716 5.251
H 5.875 0.636 4.395
H 6.161 -0.377 5.804
H 4.534 2.921 6.764
H 5.615 2.695 5.427
H 6.109 1.879 8.323
H 6.996 3.014 7.327
H 7.130 1.292 7.000
H 2.970 -0.234 6.487
H 3.109 1.190 7.449
H 5.134 -1.112 7.675
H 3.641 -1.019 8.600
H 4.869 0.210 8.822
```

## Properties
- DFT total energy: -70801.488 eV
- SMILES: O=S(=O)(c1cccc2nccnc12)C(F)(F)C(F)(F)C(F)(F)C(F)(F)F.CCN(CC)CC.CCN(CC)CC
- Total charge: 0
- LUMO level: -0.0335 hartree
- Molar mass: 614.62 g/mol
- Multiplicity: 1

(4)
Below is a structure of composition C24H35GeN2O3Rb, with properties calculated with wB97M-V/def2-TZVPD.

Structure (XYZ):
```
66
C24H35GeN2O3Rb (wB97M-V/def2-TZVPD)
Rb 0.009 0.088 -1.078
C -1.002 4.255 -0.744
C -0.460 3.520 0.471
C -1.560 2.705 1.145
C 0.168 4.493 1.458
O 0.554 2.625 -0.046
Ge 1.854 1.806 0.855
O 2.558 0.845 -0.480
C 3.508 1.272 -1.486
C 4.461 2.303 -0.895
C 2.752 1.866 -2.673
C 4.262 0.017 -1.894
O 0.885 0.541 1.644
C 1.345 -0.442 2.603
C 0.103 -0.876 3.363
C 2.363 0.187 3.544
C 1.955 -1.611 1.841
H -1.792 4.948 -0.451
H -0.208 4.819 -1.235
H -1.417 3.549 -1.466
H -2.387 3.359 1.424
H -1.955 1.927 0.484
H -1.190 2.212 2.045
H -0.569 5.214 1.813
H 0.557 3.962 2.332
H 0.985 5.041 0.984
H 3.923 3.214 -0.614
H 4.959 1.899 -0.012
H 5.224 2.584 -1.620
H 2.120 2.695 -2.348
H 3.463 2.240 -3.410
H 2.130 1.116 -3.168
H 4.789 -0.406 -1.038
H 3.573 -0.734 -2.283
H 4.991 0.246 -2.673
H -0.333 -0.031 3.897
H -0.644 -1.274 2.674
H 0.352 -1.654 4.086
H 1.938 1.067 4.032
H 2.663 -0.521 4.317
H 3.266 0.484 3.002
H 1.200 -2.090 1.213
H 2.776 -1.272 1.205
H 2.341 -2.361 2.533
C -5.055 -0.109 -1.206
C -3.696 0.184 -1.378
N -2.737 -0.718 -1.347
C -3.084 -2.012 -1.159
C -4.420 -2.412 -1.012
C -5.413 -1.417 -1.031
C -4.749 -3.802 -0.850
C -3.786 -4.740 -0.832
C -2.402 -4.373 -0.958
C -1.377 -5.334 -0.915
C -0.072 -4.937 -1.018
C 0.191 -3.569 -1.163
N -0.743 -2.641 -1.208
C -2.036 -3.027 -1.110
H -5.789 0.684 -1.225
H -3.389 1.213 -1.543
H -6.451 -1.700 -0.907
H -5.792 -4.076 -0.746
H -4.033 -5.787 -0.717
H -1.634 -6.380 -0.798
H 0.742 -5.647 -0.987
H 1.218 -3.225 -1.241
```

## Properties
- DFT total energy: -91747.894 eV
- Total charge: +1
- ⟨S²⟩: 0.754
- LUMO level (alpha / beta): -0.0917 / -0.1661 hartree
- Molar mass: 557.63 g/mol
- Multiplicity: 2

(5)
Below is a structure of composition C24H35HgN2O25S5 at a distorted geometry, with properties calculated with wB97M-V/def2-TZVPD.

Structure (XYZ):
```
92
C24H35HgN2O25S5 (wB97M-V/def2-TZVPD)
Hg -0.390 2.882 -4.520
C -0.645 1.346 -0.190
C -0.943 0.903 -1.610
O -0.772 1.902 -2.540
H 0.374 1.675 0.029
H -0.689 0.472 0.472
H -1.415 2.052 0.117
H -1.977 0.532 -1.668
H -0.312 0.021 -1.864
C -2.593 -1.137 -4.056
C -3.498 0.034 -4.409
O -4.743 -0.610 -4.496
S -4.944 -1.428 -3.130
O -5.732 -2.556 -3.408
O -5.224 -0.598 -2.017
O -3.364 -1.867 -3.087
H -1.628 -0.889 -3.616
H -2.457 -1.745 -4.952
H -3.151 0.432 -5.362
H -3.490 0.825 -3.653
C 0.664 1.405 3.663
C 0.377 2.696 4.412
O 1.675 3.002 4.998
S 2.771 1.817 4.948
O 3.130 1.327 6.223
O 3.777 2.168 4.008
O 1.701 0.760 4.339
H 0.869 1.656 2.614
H -0.225 0.781 3.621
H -0.300 2.625 5.259
H 0.231 3.566 3.777
C 2.050 -0.924 -2.760
C 3.077 -0.284 -3.685
O 3.639 -1.344 -4.431
S 3.605 -2.721 -3.556
O 4.895 -3.060 -3.112
O 2.772 -3.659 -4.214
O 2.801 -2.055 -2.327
H 1.109 -1.118 -3.284
H 1.859 -0.373 -1.839
H 3.867 0.144 -3.064
H 2.601 0.490 -4.287
C 3.115 0.476 1.168
C 3.712 -0.828 1.784
O 4.967 -1.015 1.112
S 5.372 0.299 0.266
O 6.051 -0.107 -0.904
O 5.895 1.319 1.097
O 3.843 0.638 -0.048
H 3.334 1.312 1.829
H 2.060 0.305 0.977
H 3.129 -1.721 1.572
H 3.856 -0.682 2.852
C 2.281 5.124 -1.477
C 2.659 3.652 -1.300
O 3.061 3.439 0.025
S 2.527 4.665 0.947
O 3.469 5.058 1.908
O 1.190 4.310 1.294
O 2.631 5.747 -0.248
H 1.193 5.268 -1.517
H 2.678 5.612 -2.362
H 3.375 3.407 -2.084
H 1.796 2.998 -1.476
C -1.554 -3.999 -1.692
C -2.304 -4.122 -0.532
C -1.866 -3.637 0.692
C -0.756 -2.812 0.720
C -0.024 -2.625 -0.442
C -0.329 -3.331 -1.594
N -0.373 -2.126 1.957
O -0.931 -2.477 2.969
O 0.435 -1.211 1.884
H -1.953 -4.453 -2.588
H -3.280 -4.592 -0.557
H -2.535 -3.725 1.536
H 0.848 -1.983 -0.455
H 0.312 -3.373 -2.467
C -4.629 -2.048 1.249
C -3.643 -1.083 1.057
C -3.280 -0.295 2.132
C -3.918 -0.429 3.349
C -4.877 -1.411 3.531
C -5.253 -2.230 2.473
N -3.504 0.385 4.486
O -2.407 0.922 4.439
O -4.224 0.433 5.457
H -4.757 -2.719 0.408
H -3.082 -1.184 0.136
H -2.462 0.396 1.975
H -5.320 -1.590 4.501
H -5.883 -3.095 2.618
```

## Properties
- DFT total energy: -137950.669 eV
- Total charge: +1
- LUMO level: -0.3643 hartree
- Molar mass: 1112.46 g/mol
- Multiplicity: 1

(6)
Below is a structure of composition C24H35N2O6RuS2Si, with properties calculated with wB97M-V/def2-TZVPD.

Structure (XYZ):
```
71
C24H35N2O6RuS2Si (wB97M-V/def2-TZVPD)
Ru 0.013 -0.718 0.035
O 1.908 1.430 3.024
C 1.535 1.101 1.897
O 0.365 0.682 1.597
C 2.530 1.270 0.733
C 1.850 1.720 -0.571
C 2.889 2.339 -1.511
C 3.669 1.080 -1.977
C 2.920 -0.034 -1.233
O 1.575 0.468 -1.237
C 3.285 -0.019 0.261
C 2.904 -1.365 0.904
O 3.812 -2.030 1.407
O 1.695 -1.753 0.776
H 3.253 2.015 1.066
H 0.923 2.271 -0.436
H 3.516 3.068 -0.997
H 2.401 2.836 -2.351
H 4.728 1.105 -1.713
H 3.585 0.939 -3.056
H 2.935 -1.016 -1.701
H 4.360 0.090 0.402
S -1.676 0.456 -0.958
C -2.550 -0.748 -1.895
C -3.816 -0.464 -2.414
C -4.495 -1.371 -3.214
C -3.899 -2.596 -3.508
C -2.647 -2.894 -2.998
C -1.944 -1.992 -2.187
S -0.353 -2.379 -1.576
H -4.268 0.493 -2.173
H -5.481 -1.130 -3.596
H -4.417 -3.321 -4.127
H -2.183 -3.849 -3.219
C -2.956 0.604 2.386
Si -1.983 -0.963 2.775
C -0.804 -0.599 4.194
C -3.252 -2.186 3.512
C -1.289 -1.754 1.254
H -3.644 0.862 3.200
H -3.524 0.481 1.460
H -2.262 1.429 2.225
H -1.362 -0.512 5.135
H -0.242 0.315 4.010
H -0.064 -1.396 4.308
H -3.738 -1.771 4.401
H -2.755 -3.117 3.802
H -4.027 -2.438 2.783
H -2.155 -2.062 0.650
H -0.782 -2.689 1.535
C -2.016 4.566 1.929
N -2.524 4.118 0.653
C -3.952 3.980 0.514
C -4.272 2.990 -0.585
C -3.603 3.426 -1.876
N -2.212 3.746 -1.645
C -1.275 3.425 -2.695
C -1.668 4.069 -0.420
O -0.478 4.337 -0.293
H -2.327 3.879 2.717
H -2.383 5.573 2.172
H -0.932 4.584 1.886
H -4.423 4.954 0.298
H -4.354 3.635 1.470
H -5.351 2.902 -0.726
H -3.875 2.014 -0.296
H -4.129 4.275 -2.335
H -3.641 2.597 -2.589
H -1.469 2.420 -3.074
H -0.292 3.407 -2.236
H -1.232 4.150 -3.517
```

## Properties
- DFT total energy: -72857.224 eV
- Energy above the lowest of the compared OMol25 structures with the same formula, charge and spin: 10.74 kcal per mole
- Total charge: -2
- ⟨S²⟩: 0.757
- LUMO level (alpha / beta): 0.1647 / 0.1647 hartree
- Molar mass: 640.84 g/mol
- Multiplicity: 2